Record 1
A structure of composition C28H44N6O2PTeZn. Source: the OMol25 dataset; level of theory: ωB97M-V with the def2-TZVPD basis set.

```
! wB97M-V def2-TZVPD RIJCOSX def2/J DEFGRID3
* xyz 3 1
H 2.0353 1.8606 -4.0210
H 1.3316 3.4535 0.6404
C -0.7253 -3.6148 2.9937
N -1.0686 -2.0562 0.0550
N 0.3687 3.7835 0.8272
H -3.1788 -0.4601 -3.9906
C -1.6121 2.9516 -6.9874
H -2.6805 -4.0377 2.2876
C -0.5595 3.0552 -0.1231
H 2.3960 0.8404 5.2553
H 0.3414 4.7954 0.7107
C -1.3430 1.3860 2.5493
H 1.3649 -3.1873 1.4776
H 1.7817 3.4765 -3.8971
H -1.1168 -3.7186 4.0078
H -0.2802 3.2363 -3.0129
N 1.5664 -4.0817 0.9836
H -0.3211 1.4075 -7.7367
H -1.1060 3.7664 -0.7359
N 0.2997 -2.5380 2.9478
H -0.2882 4.0142 4.4094
H 4.3739 -0.5249 5.7021
C -2.4906 3.3252 -5.9806
C 3.9465 -0.5124 4.7086
H 4.3809 -1.8043 1.6226
C -0.9921 1.7087 -6.9425
C -0.1463 0.6794 2.3779
Zn 0.1760 -0.7583 1.0505
H 2.8607 -1.0707 0.2557
C 3.9280 -1.2404 2.4340
O 1.8727 2.2070 -0.7469
Te -3.2330 1.5545 -2.1864
C -1.4135 2.5708 3.2735
H -3.5430 3.8948 -3.4969
C 2.8150 -0.4511 2.1785
C -2.7506 2.4667 -4.9151
H -0.8054 -5.7506 2.7568
H 2.3834 -4.5101 1.4235
C 0.9387 2.3831 3.7422
H -4.7461 2.7483 -4.0931
C -1.6235 -3.3550 0.5733
C 0.9948 1.1676 3.0463
H -2.9818 4.2899 -6.0267
N 2.2481 -0.5101 0.8401
H -2.5769 -3.4885 0.0598
C -0.0837 -4.9460 2.6046
P 0.4434 1.8529 -1.1002
C -0.2544 3.0915 3.8424
C -1.9083 -3.2936 2.0757
H -1.5450 -0.2199 -3.3529
C -1.2560 0.8436 -5.8894
H -0.8294 -2.1414 -0.9314
H -0.1036 -1.6738 3.3099
O -0.0039 0.4424 -0.8622
H -0.1498 1.5634 -3.5067
H 1.7927 -3.9164 0.0034
C 2.8362 0.2731 4.4456
H 1.0517 -2.7457 3.6063
C 4.5008 -1.2774 3.6961
H -2.3594 3.0836 3.3976
H 0.1122 3.5580 1.8014
H 0.6964 -5.9759 0.8683
H -2.3535 -2.3300 2.3405
C -2.4374 0.2909 -3.7202
H -1.4220 3.6243 -7.8135
H 1.8222 2.7631 4.2398
N 1.7121 2.5937 -3.3908
C 0.3070 2.3294 -2.8872
H -1.2682 2.5074 0.4840
C 0.3450 -4.9822 1.1428
H -0.7967 -0.1396 -5.8712
H -1.8546 -1.4040 0.0378
H 0.7600 -5.1798 3.2613
H 2.3269 2.6195 -2.5516
H -1.4610 -5.4305 0.2147
H 2.2477 0.4110 0.3865
C -3.7010 2.8661 -3.8124
H -2.2589 1.0220 2.0887
C -2.1309 1.2179 -4.8719
C -0.7783 -4.5769 0.1962
C 2.2351 0.3334 3.1827
H -0.4321 -4.5219 -0.8409
H 5.3772 -1.8849 3.8781
*
```

As for the HOMO energy: -0.5431 hartree. For the total energy, the calculation gives -3960.33745 Eh. As for the energy above the lowest of the compared OMol25 structures with the same formula, charge and spin: 0.00 kcal/mol.

=====

Record 2
A structure of composition C28H44N7PS2SiV at a distorted geometry. Source: the OMol25 dataset; level of theory: ωB97M-V with the def2-TZVPD basis set.

```
! wB97M-V def2-TZVPD RIJCOSX def2/J DEFGRID3
* xyz -2 2
C 4.0255 0.3806 -2.2701
H 4.6334 0.7253 -1.4293
H 4.1329 1.6059 2.3329
H -3.5249 1.5827 -2.9164
N 3.9848 -1.0905 5.1616
H 0.2664 2.4464 -3.2451
H -0.0162 1.8289 1.8342
H 2.8728 -1.2243 -4.0942
H -3.4661 0.2834 3.5498
C 0.6924 2.5039 1.3349
H -2.5293 2.3256 -0.7403
C -2.6039 -2.9631 -2.3652
C -2.1325 -3.4165 3.8994
C -1.0768 3.9698 -2.5378
H 0.8874 3.3533 -1.8636
C 2.9371 -2.3838 2.0879
H 3.5416 -1.4025 -1.1380
C -1.9724 1.6614 -1.4220
H 2.5365 -2.6274 -3.0698
H 0.1137 3.2777 0.8243
N -0.5317 1.9266 -1.3414
H -2.0067 -0.3053 4.3690
C 4.3028 -2.7036 1.9305
S 1.8686 -2.7612 0.7442
H 2.9747 0.3000 0.2872
C 1.3320 -0.8994 -2.5867
N 5.4147 -2.9650 1.7541
H -1.9467 -3.2014 -3.1964
C -2.5529 -0.3065 3.4222
H 1.1927 4.0704 2.7466
H 4.4179 2.1458 0.6773
C -2.0703 -2.8166 -1.1028
S 0.7510 -1.3543 3.3583
C 3.3074 -1.4205 4.2852
H -2.1441 0.6397 -1.0870
C 1.6261 3.1356 2.3831
C 2.6478 -1.5418 -3.0687
N -0.3947 -0.3396 0.0041
H -4.3908 -2.9231 -3.5865
H -5.3831 -1.4977 2.6897
N 1.5794 0.3259 -1.8383
H -4.9939 -2.2960 4.2176
H 4.7222 -1.6570 -2.4103
H -5.1481 -3.2502 2.7373
H -2.5650 -4.3950 3.6690
C -0.0181 2.9018 -2.2804
H -4.9158 -2.1138 0.5925
H -1.0609 -3.4749 3.7085
H 0.8001 -1.5743 -1.9171
H 2.4793 1.4498 -3.3560
H -1.9043 1.2394 -3.5132
C 2.4541 -1.7820 3.2208
C -2.3030 3.3598 -3.2407
H -1.9258 0.1972 2.6826
N 1.4748 1.7776 0.3164
Si -2.9170 -2.0742 2.8003
N -2.3015 -2.3027 1.2412
H -3.1959 3.9277 -2.9636
C 3.0066 3.3729 1.7740
C -4.7832 -2.5156 -1.5046
H -1.0087 -2.9603 -0.9388
H -5.8540 -2.4046 -1.6534
H -2.2667 -3.2246 4.9694
C -4.2579 -2.3552 -0.2338
H -0.6543 4.7815 -3.1360
C 2.6770 1.1362 -2.3174
C -2.4782 1.8836 -2.8417
P 0.4712 0.7462 -0.6272
H 1.7317 2.4674 3.2419
H 0.6812 -0.7080 -3.4573
C -3.9717 -2.8106 -2.5932
H 2.8900 3.9571 0.8563
C 3.8002 -1.1271 -2.1587
H 3.6456 3.9458 2.4518
C 2.5651 1.0369 0.9758
V -0.0714 -1.6936 1.2585
H -2.1939 3.4414 -4.3266
H 2.7218 2.0360 -1.7056
C -4.7908 -2.2983 3.1430
H 2.1690 0.4836 1.8306
H 4.5858 0.5997 -3.1860
C 3.6478 2.0189 1.4447
C -2.8672 -2.4754 0.0249
H -1.3725 4.3885 -1.5727
*
```

As for the HOMO energy (alpha / beta): -0.0258 / -0.0055 hartree. For the total energy, the calculation gives -3848.02462 Eh.

=====

Question: What is the formula in the second record?
Answer: C28H44N7PS2SiV

=====

Please write out number 2 again, unchanged.
A structure of composition C28H44N7PS2SiV at a distorted geometry. Source: the OMol25 dataset; level of theory: ωB97M-V with the def2-TZVPD basis set.

```
! wB97M-V def2-TZVPD RIJCOSX def2/J DEFGRID3
* xyz -2 2
C 4.0255 0.3806 -2.2701
H 4.6334 0.7253 -1.4293
H 4.1329 1.6059 2.3329
H -3.5249 1.5827 -2.9164
N 3.9848 -1.0905 5.1616
H 0.2664 2.4464 -3.2451
H -0.0162 1.8289 1.8342
H 2.8728 -1.2243 -4.0942
H -3.4661 0.2834 3.5498
C 0.6924 2.5039 1.3349
H -2.5293 2.3256 -0.7403
C -2.6039 -2.9631 -2.3652
C -2.1325 -3.4165 3.8994
C -1.0768 3.9698 -2.5378
H 0.8874 3.3533 -1.8636
C 2.9371 -2.3838 2.0879
H 3.5416 -1.4025 -1.1380
C -1.9724 1.6614 -1.4220
H 2.5365 -2.6274 -3.0698
H 0.1137 3.2777 0.8243
N -0.5317 1.9266 -1.3414
H -2.0067 -0.3053 4.3690
C 4.3028 -2.7036 1.9305
S 1.8686 -2.7612 0.7442
H 2.9747 0.3000 0.2872
C 1.3320 -0.8994 -2.5867
N 5.4147 -2.9650 1.7541
H -1.9467 -3.2014 -3.1964
C -2.5529 -0.3065 3.4222
H 1.1927 4.0704 2.7466
H 4.4179 2.1458 0.6773
C -2.0703 -2.8166 -1.1028
S 0.7510 -1.3543 3.3583
C 3.3074 -1.4205 4.2852
H -2.1441 0.6397 -1.0870
C 1.6261 3.1356 2.3831
C 2.6478 -1.5418 -3.0687
N -0.3947 -0.3396 0.0041
H -4.3908 -2.9231 -3.5865
H -5.3831 -1.4977 2.6897
N 1.5794 0.3259 -1.8383
H -4.9939 -2.2960 4.2176
H 4.7222 -1.6570 -2.4103
H -5.1481 -3.2502 2.7373
H -2.5650 -4.3950 3.6690
C -0.0181 2.9018 -2.2804
H -4.9158 -2.1138 0.5925
H -1.0609 -3.4749 3.7085
H 0.8001 -1.5743 -1.9171
H 2.4793 1.4498 -3.3560
H -1.9043 1.2394 -3.5132
C 2.4541 -1.7820 3.2208
C -2.3030 3.3598 -3.2407
H -1.9258 0.1972 2.6826
N 1.4748 1.7776 0.3164
Si -2.9170 -2.0742 2.8003
N -2.3015 -2.3027 1.2412
H -3.1959 3.9277 -2.9636
C 3.0066 3.3729 1.7740
C -4.7832 -2.5156 -1.5046
H -1.0087 -2.9603 -0.9388
H -5.8540 -2.4046 -1.6534
H -2.2667 -3.2246 4.9694
C -4.2579 -2.3552 -0.2338
H -0.6543 4.7815 -3.1360
C 2.6770 1.1362 -2.3174
C -2.4782 1.8836 -2.8417
P 0.4712 0.7462 -0.6272
H 1.7317 2.4674 3.2419
H 0.6812 -0.7080 -3.4573
C -3.9717 -2.8106 -2.5932
H 2.8900 3.9571 0.8563
C 3.8002 -1.1271 -2.1587
H 3.6456 3.9458 2.4518
C 2.5651 1.0369 0.9758
V -0.0714 -1.6936 1.2585
H -2.1939 3.4414 -4.3266
H 2.7218 2.0360 -1.7056
C -4.7908 -2.2983 3.1430
H 2.1690 0.4836 1.8306
H 4.5858 0.5997 -3.1860
C 3.6478 2.0189 1.4447
C -2.8672 -2.4754 0.0249
H -1.3725 4.3885 -1.5727
*
```

As for the HOMO energy (alpha / beta): -0.0258 / -0.0055 hartree. For the total energy, the calculation gives -3848.02462 Eh.